Entry 1:
Below is a structure of composition C20H19N2O3Os, with properties calculated with the ωB97M-V functional and the def2-TZVPD basis.

- charge = +1
- 2S+1 = 5
- HOMO (alpha / beta) (eV) = -9.27 / -11.24
- LUMO level (alpha / beta) (Ha) = -0.1057 / -0.2054

Geometry as XYZ:
```
45
C20H19N2O3Os | OMol25 | the ωB97M-V functional and the def2-TZVPD basis
H 2.467 -6.550 -3.247
H 1.513 -4.315 -2.883
C -0.217 -1.334 -3.975
H 2.653 -7.170 0.982
O 0.248 -1.524 1.225
O -0.388 1.360 -1.497
H -1.201 1.192 -5.999
H 0.030 -2.384 -3.978
H -0.079 3.322 -2.090
O 0.278 2.430 1.686
C 1.647 -4.796 1.679
C -0.641 0.668 3.000
H 1.899 -5.433 2.517
H 0.964 -3.177 2.894
Os 0.066 0.018 0.071
H 3.037 -7.992 -1.314
N 0.660 -2.483 -1.656
H -1.100 2.443 -3.891
C 2.618 -7.008 -1.152
C -0.482 0.730 -2.753
C 2.296 -6.197 -2.239
C -0.116 1.181 1.703
C 1.528 -4.460 -0.744
H -1.382 1.337 3.439
H -0.640 -1.213 -6.062
C 0.956 -3.125 -0.539
C 1.131 -3.549 1.892
H -0.590 3.058 -0.404
H -0.789 3.485 3.138
C -0.854 1.392 -3.897
H 0.737 4.197 2.557
C 1.861 -5.279 0.352
H -1.781 2.882 -1.729
C -0.160 -0.642 -2.757
H -1.055 -0.328 2.880
C -0.909 0.678 -5.094
C 1.759 -4.941 -2.039
C 0.777 -2.697 0.841
C -0.740 2.761 -1.434
N 0.191 -1.204 -1.553
H 0.779 2.817 3.681
C -0.592 -0.672 -5.128
C 2.403 -6.550 0.130
C 0.242 3.281 2.857
H 0.196 0.596 3.705
```

Atom charges from the Mulliken analysis, given in e for atoms 1 to 6: H 0.40; H 0.39; C -0.20; H 0.41; O -0.87; O -0.49

---

Entry 2:
Below is a structure of composition C20H19N3O3 at a distorted geometry, with properties calculated with the ωB97M-V functional and the def2-TZVPD basis.

- HOMO (eV) = -7.55
- LUMO level (Ha) = -0.0242

Geometry as XYZ:
```
45
C20H19N3O3 | OMol25 | the ωB97M-V functional and the def2-TZVPD basis
H 3.665 -2.909 1.632
C 4.216 -0.521 1.846
C 4.392 -1.988 1.439
C -2.713 1.533 0.063
H 0.643 -0.382 -1.727
H 5.021 -0.439 -2.345
H 3.198 -0.522 1.576
O 5.049 0.076 1.148
H 5.716 -2.832 -0.170
C -0.474 2.506 0.377
N -1.898 -0.270 -0.803
H 4.340 -0.329 2.720
H -7.778 -1.730 -0.250
H -5.616 1.928 1.596
C 2.873 1.446 -1.135
H -4.585 0.869 2.417
H 1.448 3.323 0.276
C -6.535 -0.357 0.419
N -3.028 0.213 -0.098
C -4.543 -1.428 -1.323
C -5.832 -1.693 -1.135
H -7.406 0.309 1.296
C -1.282 1.660 0.066
C -4.800 1.316 1.283
C 0.847 2.740 -0.064
H 3.978 -2.090 -0.554
H 5.069 0.970 -1.468
H 2.812 -0.608 -0.952
H -0.806 3.517 0.989
O -3.657 2.202 0.856
C -5.179 0.275 0.510
C -6.875 -1.360 -0.381
H -3.812 -1.826 -1.742
C 5.290 -0.743 -0.003
C 1.247 1.488 -0.625
C 0.388 0.403 -1.160
C -4.248 -0.354 -0.051
C 4.841 -2.039 -0.032
H 6.444 -0.560 -0.451
C 4.737 -0.124 -1.539
O 3.376 2.482 -1.280
C -1.026 0.587 -0.507
N 3.453 0.318 -1.235
H 5.300 -2.459 2.237
H -6.253 -2.596 -1.717
```

Atom charges from the Mulliken analysis, given in e for atoms 1 to 6: H 0.33; C -0.83; C -0.45; C -0.17; H 0.71; H 0.75

---

Entry 3:
Below is a structure of composition C20H19N3O3S3 at a distorted geometry, with properties calculated with the ωB97M-V functional and the def2-TZVPD basis.

- HOMO (eV) = -8.35
- LUMO level (Ha) = -0.0490

Geometry as XYZ:
```
48
C20H19N3O3S3 | OMol25 | the ωB97M-V functional and the def2-TZVPD basis
H 1.615 -2.157 0.219
C -3.094 -0.618 -1.741
C 9.508 0.376 0.203
H -6.459 3.429 -0.954
C -0.638 0.707 0.946
C -5.024 1.893 -0.871
H -3.007 0.266 -2.235
H 5.510 1.674 0.381
S -2.984 -0.958 1.085
H -4.867 -1.133 -2.254
H -5.588 -1.085 0.963
C 5.712 -0.294 0.206
N 2.814 0.010 0.579
C 8.005 -1.144 -0.039
C -1.237 -0.612 0.734
C 7.099 -0.330 0.079
H -1.415 1.291 1.155
N 5.015 0.847 0.210
H -8.183 2.412 0.148
H 3.366 -0.974 0.372
H 10.318 1.028 0.002
H -4.180 2.168 -1.277
C -7.185 1.881 0.150
O 5.063 -1.529 0.122
O -3.092 -2.201 0.751
C 0.629 1.117 0.598
O -3.423 -0.249 2.336
C -7.061 0.903 0.788
C -3.949 -1.569 -2.033
C -6.276 2.531 -0.698
N -3.579 -0.072 -0.223
H 1.033 2.116 0.911
S 3.278 2.829 0.551
C -0.441 -1.563 0.743
C 1.456 -0.052 0.768
H -2.003 -0.891 -1.450
C 3.719 1.091 0.542
C 9.346 -0.983 -0.326
H 10.200 -1.773 -0.113
C 1.024 -1.293 0.529
H -3.580 -1.938 -3.111
C -5.895 0.151 0.512
H -3.829 -2.409 -1.420
C -4.870 0.513 0.027
H -7.759 0.334 1.398
S 8.025 1.260 0.137
H -0.568 -2.720 0.487
H 7.451 -2.280 0.113
```

Atom charges from the Mulliken analysis, given in e for atoms 1 to 6: H 0.30; C -0.63; C -0.33; H 0.56; C -0.73; C -0.64

---

Entry 4:
Below is the molecule C20H19N3O4 at a distorted geometry, with properties calculated with the ωB97M-V functional and the def2-TZVPD basis.

- SMILES = Cc1ccc(-c2cc(C(=O)N3CCN(C(=O)c4ccco4)CC3)no2)cc1
- HOMO (eV) = -8.70
- LUMO level (Ha) = 0.0116

Geometry as XYZ:
```
46
C20H19N3O4 | OMol25 | the ωB97M-V functional and the def2-TZVPD basis
H -9.587 -0.115 1.067
C 8.021 0.145 -0.342
O -0.130 2.457 0.040
H -2.818 2.100 -0.330
C -0.082 1.251 -0.152
H -5.228 2.048 -0.319
C -2.620 1.064 -0.169
N -1.460 -0.827 0.134
C -9.230 -0.278 0.049
H 0.358 -1.332 -0.574
C 7.408 1.112 0.396
O -2.778 -1.110 0.180
C -1.340 0.465 -0.078
O 6.120 0.806 0.609
N 3.472 -0.512 0.471
O 4.606 -2.296 -0.302
C 5.881 -0.383 0.002
C 2.299 1.393 -0.485
C -7.735 -0.204 0.020
H 2.044 2.444 -0.336
H 9.043 0.129 -0.661
C -7.088 1.014 -0.165
C 7.035 -0.830 -0.595
C -6.962 -1.346 0.198
C -3.494 0.016 -0.003
C -4.940 -0.055 0.006
H 2.748 1.066 1.600
H -7.675 1.910 -0.305
H 2.497 -2.328 0.327
C -5.711 1.095 -0.173
H 7.138 -1.744 -1.140
C 4.606 -1.121 0.036
C 2.242 -1.279 0.482
C 3.233 0.903 0.630
H -9.669 0.487 -0.587
H 4.162 1.464 0.606
H -7.448 -2.300 0.343
C -5.584 -1.279 0.192
H -4.992 -2.170 0.330
H 1.779 -0.961 -1.599
C 1.302 -0.792 -0.626
H 1.756 -1.155 1.455
H -9.577 -1.255 -0.277
H 7.766 2.031 0.816
H 2.787 1.265 -1.457
N 1.072 0.625 -0.468
```

Atom charges from the Mulliken analysis, given in e for atoms 1 to 6: H 0.27; C -0.52; O -0.71; H 0.49; C 0.60; H 0.33

---

Entry 5:
Below is the molecule C20H19NO3S at a distorted geometry, with properties calculated with the ωB97M-V functional and the def2-TZVPD basis.

- SMILES = CCOc1ccc(Cc2c(C)[nH]c3ccc(C(=O)O)cc3c2=S)cc1
- HOMO (eV) = -6.61
- LUMO level (Ha) = -0.0288

Geometry as XYZ:
```
44
C20H19NO3S | OMol25 | the ωB97M-V functional and the def2-TZVPD basis
C 3.324 -1.151 1.040
H 7.368 -0.583 2.275
C 7.092 1.258 1.508
H 5.741 0.091 -0.933
H 6.369 1.593 0.696
C -3.448 -0.505 0.153
H 1.360 2.264 -2.533
C 0.059 1.607 -1.067
C -3.195 2.030 0.474
C 1.167 2.360 -1.592
C 0.039 -0.011 -1.434
H 6.656 1.602 2.428
C 2.174 -1.036 0.377
C -5.690 -0.427 0.752
C -2.236 1.459 -0.029
H -5.276 2.027 1.352
C 2.298 -0.656 -0.825
H -0.974 3.257 -0.431
H 7.262 -0.748 0.592
H 2.127 2.085 -0.932
C 1.106 -0.416 -2.032
C -4.409 1.475 0.878
O -5.765 -1.760 0.846
S -1.199 -2.135 -1.123
H 1.531 0.179 -2.829
C 7.021 -0.268 1.395
O 5.711 -0.572 1.684
H 0.990 3.297 -1.223
H -7.370 -0.194 1.739
H 3.164 -1.259 2.229
H -3.108 3.221 0.637
C -4.368 0.252 0.540
O -6.628 0.003 1.535
C -1.248 -0.511 -0.793
H 0.949 -1.536 -2.326
H 7.942 1.584 1.473
C 3.630 -0.123 -1.531
H 3.745 0.378 -2.411
H 1.255 -1.250 0.934
N -1.042 2.132 -0.662
C -2.296 0.094 -0.445
C 4.626 -0.613 0.741
H -3.567 -1.569 0.066
C 4.684 -0.141 -0.643
```

Atom charges from the Mulliken analysis, given in e for atoms 1 to 6: C -0.77; H 0.36; C -1.12; H 0.28; H 0.22; C -1.45

---

Entry 6:
Below is a structure of composition C20H20AsIN3O7SV, with properties calculated with the ωB97M-V functional and the def2-TZVPD basis.

- HOMO (eV) = -8.27
- LUMO level (Ha) = -0.0446

Geometry as XYZ:
```
54
C20H20AsIN3O7SV | OMol25 | the ωB97M-V functional and the def2-TZVPD basis
O 0.169 0.827 3.760
H 4.607 1.619 -4.702
C -4.528 -1.143 3.252
S -0.075 -0.288 2.851
H 2.748 -1.882 -0.387
C -4.105 0.089 2.765
C -3.185 -3.032 0.037
O -1.728 1.528 0.209
C -3.051 -1.656 -0.075
C 2.820 0.639 -4.025
C 4.126 1.087 -3.892
H -4.848 0.835 2.500
C -2.754 0.379 2.602
H -5.585 -1.345 3.369
H 2.277 0.818 -4.945
H 0.313 4.093 -2.299
H -0.766 2.770 -1.916
C -2.237 -1.841 3.423
C -1.823 -0.607 2.957
H 5.841 1.168 -2.601
H -3.809 -0.891 -0.029
H 2.384 -0.299 0.279
C 0.357 -2.359 -0.451
H 1.177 -0.384 -3.103
As -2.496 2.142 1.775
C 2.238 -0.936 -0.596
O 0.130 0.132 1.452
C -1.037 -2.514 -0.256
H -3.909 -3.079 3.930
N -1.751 -1.336 -0.250
I 2.791 5.123 -1.872
H 1.036 -3.205 -0.355
H -1.626 -4.625 -0.028
O 0.949 1.518 -0.583
V -0.723 0.333 -0.524
H 3.138 2.493 -1.681
N 0.146 3.204 -1.858
N 0.805 -1.175 -0.686
C 4.817 0.835 -2.713
H -4.109 -3.564 0.195
H 4.728 -0.014 -0.747
C 2.199 -0.047 -2.987
H -1.487 -2.579 3.676
O -1.014 0.559 -2.046
C 1.101 2.603 -1.175
C 2.872 -0.270 -1.794
O -1.139 2.830 2.604
C -3.592 -2.110 3.567
H -0.599 2.170 3.127
C 4.191 0.164 -1.673
C -1.901 -3.584 -0.078
O 0.604 -1.512 3.179
C 2.496 3.164 -1.110
H 2.814 3.153 -0.071
```

Atom charges from the Mulliken analysis, given in e for atoms 1 to 6: O -0.83; H 0.39; C -0.63; S 1.10; H 0.69; C -0.45

---

Entry 7:
Below is a structure of composition C20H20BN6PtS2Se, with properties calculated with the ωB97M-V functional and the def2-TZVPD basis.

- charge = -1
- HOMO (eV) = -4.10
- LUMO level (Ha) = 0.0866

Geometry as XYZ:
```
51
C20H20BN6PtS2Se | OMol25 | the ωB97M-V functional and the def2-TZVPD basis
C 1.039 2.740 -2.596
H 2.018 3.177 -2.528
C 2.036 -0.363 -1.238
C -1.405 -2.317 -1.090
C -1.356 3.429 2.819
H -2.667 1.349 -3.919
H -2.820 -3.730 -1.838
C -1.729 0.807 -3.799
H -0.978 1.759 4.760
H 5.017 0.880 -2.311
C -1.840 -3.294 -1.966
H -1.289 -4.469 -3.677
Pt 0.570 -0.370 0.096
H -2.009 -1.962 -0.268
C 1.866 -1.313 -2.272
N -1.092 -0.574 1.393
H 3.363 1.171 -0.536
C -0.284 1.471 3.974
C -0.989 -3.693 -2.985
H -1.318 0.544 -4.773
H 0.917 1.538 -4.448
C -1.773 -0.979 2.244
H 2.633 -2.179 -4.093
C 0.504 1.944 -3.542
N -0.201 -1.753 -1.207
N 0.114 2.917 -1.589
C 2.796 -1.458 -3.300
C 3.198 0.413 -1.291
C 0.626 -2.092 -2.221
H -1.674 4.883 1.187
N -0.156 3.405 0.962
S -2.499 2.170 -1.100
C 4.130 0.256 -2.305
C 3.935 -0.675 -3.320
S 1.564 1.276 1.426
C -1.163 4.050 1.632
H 0.738 1.533 4.341
H -1.940 -0.100 -3.233
C 0.247 -3.088 -3.116
H 0.919 -3.382 -3.909
C -1.017 2.248 -1.915
N -0.772 1.631 -3.108
H -0.490 0.449 3.667
C 0.264 2.386 1.724
H -0.199 4.952 -0.648
Se -2.844 -1.580 3.544
H -2.052 3.613 3.617
H 4.660 -0.784 -4.117
B 0.380 3.909 -0.422
H 1.577 4.067 -0.340
N -0.464 2.385 2.860
```

Atom charges from the Mulliken analysis, given in e for atoms 1 to 6: C -0.79; H 0.49; C 0.01; C -0.08; C -0.38; H 0.36

---

Entry 8:
Below is a structure of composition C20H20Br30F3N2O2 at a distorted geometry, with properties calculated with the ωB97M-V functional and the def2-TZVPD basis.

- charge = +1
- HOMO (eV) = -11.30
- LUMO level (Ha) = -0.1970

Geometry as XYZ:
```
77
C20H20Br30F3N2O2 | OMol25 | the ωB97M-V functional and the def2-TZVPD basis
C -0.500 4.368 -0.414
H -0.923 -3.466 -5.532
Br 1.969 -4.194 7.961
C 2.601 -7.148 -7.664
H -4.391 4.814 -4.805
C -3.475 5.414 -4.834
C -2.230 1.367 4.836
Br -3.301 -3.590 -4.786
C -1.409 -1.685 4.350
H 5.603 0.583 -4.597
H -0.188 4.657 0.595
H -0.757 -3.126 2.046
Br -0.111 2.472 -0.608
C -3.188 8.443 1.849
H -2.929 -2.124 6.314
H 0.020 2.616 3.320
Br 2.394 -1.871 -9.756
F -3.401 -1.891 0.854
Br 2.357 -2.700 -6.643
H -4.267 8.475 2.035
Br 1.791 -5.558 -0.410
Br -2.395 9.916 2.841
Br -3.277 6.058 -6.659
Br 0.885 -6.276 -7.947
Br 2.597 -4.688 2.587
C -0.179 -2.293 1.460
F -2.660 -3.368 -1.177
Br 3.335 -6.750 -5.908
O -3.928 2.120 7.297
Br 0.563 -3.057 5.294
Br 4.655 -4.193 0.157
H 1.222 -1.211 2.895
H 0.827 -1.208 -7.931
Br 1.408 -6.162 5.472
O -4.671 -0.136 7.844
C -3.861 0.797 7.046
H -4.282 -0.109 8.771
C 3.149 3.861 2.730
C 3.241 -5.326 0.866
Br 3.294 4.012 4.664
Br 4.802 2.809 -5.392
C -2.875 0.253 5.854
Br 2.688 0.393 -7.483
Br -2.554 6.717 2.484
C -1.584 -2.722 -5.075
Br 5.769 1.869 -2.465
C -1.183 0.868 3.640
C -2.348 -2.365 -0.116
C -2.467 -1.326 5.582
H -2.484 2.500 4.987
C 0.196 -0.964 2.343
H 0.437 -0.103 1.588
C 1.824 -4.344 6.027
C 1.915 -1.329 -7.950
Br 3.225 0.458 -3.851
Br -2.407 4.732 -0.546
H -1.485 2.530 2.450
H 2.807 -4.100 5.613
Br -0.757 -2.180 -3.400
Br 2.734 2.044 2.174
Br -2.011 4.241 -4.317
Br 0.531 5.449 -1.659
N -0.799 -0.610 3.426
C -0.970 -1.808 0.069
H -1.095 -2.821 4.185
C 4.942 1.327 -4.140
Br -3.713 6.875 -3.573
H 4.133 4.105 2.315
Br -1.724 -1.240 -6.327
Br -2.937 8.644 -0.070
H 3.679 -6.315 1.035
F -0.285 -0.877 -0.876
Br 1.888 5.148 1.996
H 0.858 -2.744 1.080
H 2.421 -8.228 -7.698
Br 3.864 -6.739 -9.086
N -0.625 2.007 2.765
```

Atom charges from the Mulliken analysis, given in e for atoms 1 to 6: C 0.08; H 0.23; Br -0.03; C -0.34; H 0.38; C -0.34

---

Entry 9:
Below is a structure of composition C20H20Cl5N5O5S2Ti at a distorted geometry, with properties calculated with the ωB97M-V functional and the def2-TZVPD basis.

- charge = -2
- 2S+1 = 3
- HOMO (alpha / beta) (eV) = 0.07 / -1.49
- LUMO level (alpha / beta) (Ha) = 0.1576 / 0.1576

Geometry as XYZ:
```
58
C20H20Cl5N5O5S2Ti | OMol25 | the ωB97M-V functional and the def2-TZVPD basis
Cl 3.362 0.116 2.601
Cl -0.132 3.698 0.348
H -2.901 -1.402 -4.367
O -1.791 -0.888 0.910
H 0.036 -3.710 3.484
H -3.015 2.319 -3.877
C 1.984 4.331 1.853
S -2.518 0.394 0.920
Cl 4.963 2.464 3.701
C -0.064 -2.641 3.617
C 3.123 4.087 2.589
O -0.358 0.832 -0.833
O -3.848 0.365 1.459
Cl 1.473 5.982 1.599
H -1.262 1.053 -5.145
H -2.932 0.692 -5.631
C 1.554 1.897 1.524
N 2.517 -1.511 -2.788
H 2.234 -3.652 0.603
H -0.073 -0.602 -3.480
C 1.218 -3.587 0.989
O -1.621 1.401 1.560
C -0.996 -1.177 -3.382
H -0.714 -2.232 -3.404
C -0.772 -0.737 4.907
N 1.653 -1.699 -0.737
C -0.332 0.063 3.899
H -1.165 -1.498 -1.264
H -2.699 -1.142 -2.034
H -0.964 -2.821 5.535
C 3.510 2.771 2.785
C -2.673 1.328 -3.581
S 2.925 0.690 -1.336
C 2.307 -0.898 -1.537
N 1.167 -1.209 0.470
H -1.245 -0.304 5.778
H 3.321 -1.125 -3.250
C -1.941 -0.901 -4.562
C 0.356 -1.773 2.593
Cl 4.037 5.397 3.274
H 0.552 -3.935 0.193
H 2.496 -2.519 -2.737
C 1.253 3.266 1.330
C 0.908 -2.172 1.342
H -1.488 2.421 -2.257
C -1.482 0.570 -1.533
O -2.701 0.832 -0.596
H -0.403 1.137 3.975
C -2.196 0.581 -4.823
H -1.527 -1.352 -5.473
N 0.226 -0.397 2.757
H 1.119 -4.246 1.856
Ti 0.156 0.466 0.916
C 2.742 1.716 2.275
N -1.584 1.485 -2.621
C -1.635 -0.887 -2.020
H -3.531 0.810 -3.133
C -0.627 -2.146 4.757
```

Atom charges from the Mulliken analysis, given in e for atoms 1 to 6: Cl -0.22; Cl -0.25; H 0.33; O -0.63; H 0.25; H 0.47